Record 1
Density functional theory data (wB97M-V/def2-TZVPD) for a single C21H29N3O4S molecule.

As for the total energy: -1681.109875 Ha. The LUMO energy comes out at 0.6 eV. The highest occupied orbital energy is -9.22 eV. The value obtained for the energy above the lowest of the compared OMol25 structures with the same formula, charge and spin is 1.4 kcal per mole. The SMILES is CC[C@@H](O)[C@H](C)C(=O)N1CC[C@](NC(=O)CN2CSCC2=O)(c2ccccc2)C1. The HOMO-LUMO gap comes out at 9.8 eV. The charge is 0.

Last column: Löwdin charge in e.
Atoms and positions in Å:
C: -0.942209 -0.928782 3.336557  -0.0965
C: -0.386832 -0.096675 2.187085  -0.1978
C: -0.568962 -0.765231 0.830288  -0.3721
O: -1.954365 -0.933939 0.521104  -0.0273
C: 0.013669 0.068230 -0.307133  -0.2459
C: -0.206381 -0.594465 -1.670353  -0.0224
C: 1.509794 0.246895 -0.103121  -0.4397
O: 2.207551 -0.651871 0.345226  0.0700
N: 2.056899 1.430342 -0.471042  -0.0115
C: 3.509820 1.610520 -0.425604  -0.1032
C: 3.703373 2.993901 -1.034841  -0.0754
C: 2.537733 3.108647 -2.027434  -0.3536
N: 2.684166 2.190762 -3.170084  0.1710
C: 3.761281 2.097098 -3.992529  -0.4478
O: 4.900638 2.434706 -3.726964  0.0620
C: 3.380371 1.616173 -5.393362  -0.0338
N: 2.786526 2.744786 -6.097769  -0.0900
C: 3.646939 3.782130 -6.630625  -0.4190
S: 2.538567 4.948550 -7.471865  0.8959
C: 1.133370 4.418587 -6.468172  -0.3572
C: 1.480624 3.060616 -5.900835  -0.5098
O: 0.689494 2.356097 -5.294079  0.0492
C: 2.271514 4.512346 -2.548100  -0.1368
C: 3.283443 5.177520 -3.244798  -0.0277
C: 3.048285 6.410018 -3.832728  -0.0771
C: 1.794741 7.002133 -3.738392  -0.0943
C: 0.782463 6.348001 -3.055111  -0.0813
C: 1.017373 5.107843 -2.471511  -0.0259
C: 1.404202 2.524346 -1.173760  -0.0833
H: -0.746524 -0.452402 4.297182  0.0716
H: -2.024408 -1.056025 3.260633  0.0674
H: -0.480955 -1.918755 3.358295  0.0810
H: -0.880020 0.880191 2.157729  0.1218
H: 0.679694 0.072366 2.347270  0.1132
H: -0.064077 -1.737693 0.836650  0.1533
H: -2.330205 -1.561348 1.144708  0.0842
H: -0.493663 1.036647 -0.284522  0.1395
H: 0.193115 0.017233 -2.482420  0.0710
H: 0.302880 -1.559186 -1.696665  0.0958
H: -1.267569 -0.753441 -1.846479  0.0812
H: 3.878443 1.535527 0.596733  0.1274
H: 3.998510 0.831078 -1.012998  0.1291
H: 3.565910 3.773306 -0.282259  0.1332
H: 4.675455 3.117570 -1.500218  0.1107
H: 1.803689 1.989361 -3.633976  0.1082
H: 4.276707 1.291070 -5.915724  0.1344
H: 2.649339 0.809296 -5.365265  0.1346
H: 4.212695 4.269248 -5.833737  0.0764
H: 4.341724 3.364206 -7.358236  0.0906
H: 0.950441 5.090307 -5.626479  0.0681
H: 0.230851 4.347195 -7.069787  0.0901
H: 4.263781 4.723255 -3.317704  0.1088
H: 3.845206 6.911115 -4.367487  0.1090
H: 1.610816 7.964948 -4.197068  0.1058
H: -0.200269 6.795674 -2.980005  0.1061
H: 0.200311 4.607852 -1.968262  0.1082
H: 0.568280 2.182202 -1.783629  0.1245
H: 1.037416 3.281282 -0.474148  0.1362

Cartesian forces (eV/Å) of the 2 atoms listed first:
0.0 0.0 0.0
0.0 0.0 0.0

=====

Record 2
Density functional theory data (wB97M-V/def2-TZVPD) for a single C21H29N3O4S2 molecule at a distorted geometry.

As for the total energy: -2079.208143 Ha. The LUMO energy comes out at 0.2 eV. The highest occupied orbital energy is -9.21 eV. The value obtained for the energy above the lowest of the compared OMol25 structures with the same formula, charge and spin is 41.7 kcal per mole. The SMILES is CC(C)CNS(=O)(=O)c1ccc(S(=O)(=O)N2CCCN(Cc3ccccc3)C2)cc1. The HOMO-LUMO gap comes out at 9.4 eV. The charge is 0.

Last column: Löwdin charge in e.
Atoms and positions in Å:
C: 3.941049 2.533356 -0.053207  -0.0730
C: 3.083434 1.344392 0.371141  -0.4152
C: 1.689848 1.430929 -0.242481  -0.0727
C: 3.772082 0.036171 -0.036672  -0.2144
N: 3.019308 -1.119935 0.387372  -0.1189
S: 2.819484 -2.422415 -0.620655  0.6499
O: 3.709997 -2.313916 -1.738277  -0.2784
O: 2.840923 -3.596659 0.201136  -0.2873
C: 1.143288 -2.157271 -1.194543  -0.2558
C: 0.103991 -2.720341 -0.480640  -0.0491
C: -1.200745 -2.471512 -0.875515  -0.0419
C: -1.427419 -1.672731 -1.978826  -0.2480
S: -3.125702 -1.343163 -2.478188  0.6785
O: -3.943136 -2.401430 -1.966512  -0.2762
O: -3.134165 -1.067954 -3.883617  -0.2762
N: -3.622561 0.049506 -1.715355  -0.2082
C: -3.134267 1.310415 -2.223820  -0.1822
C: -1.867079 1.749062 -1.490582  -0.1409
C: -2.097628 1.660212 0.015063  -0.1819
N: -2.498904 0.308967 0.371000  -0.1287
C: -2.570360 0.123509 1.817070  -0.1409
C: -1.186281 0.037641 2.402319  -0.2097
C: -0.561689 1.145994 2.959489  -0.0518
C: 0.725415 1.050216 3.460697  -0.0844
C: 1.402819 -0.155877 3.412463  -0.1048
C: 0.784439 -1.269902 2.869111  -0.0867
C: -0.501800 -1.170393 2.370983  -0.0368
C: -3.751132 -0.012645 -0.289697  -0.2062
C: -0.386443 -1.143008 -2.719276  -0.0509
C: 0.918474 -1.384277 -2.317738  -0.0427
H: 4.065588 2.543525 -1.133392  0.0824
H: 3.470687 3.466075 0.247880  0.0775
H: 4.925916 2.482528 0.404549  0.0759
H: 2.980033 1.348081 1.461302  0.1196
H: 1.086970 0.581334 0.069196  0.0652
H: 1.196849 2.346453 0.075930  0.0784
H: 1.754535 1.434696 -1.328189  0.0831
H: 4.791253 0.012759 0.369028  0.1295
H: 3.844531 -0.032575 -1.123365  0.1170
H: 3.110490 -1.378216 1.354188  0.0964
H: 0.342575 -3.359153 0.354202  0.1133
H: -2.046981 -2.901783 -0.364913  0.1183
H: -2.965800 1.174094 -3.291537  0.1135
H: -3.925724 2.055950 -2.083684  0.1304
H: -1.037253 1.094074 -1.754685  0.0866
H: -1.609902 2.771795 -1.768286  0.1200
H: -1.174275 1.893413 0.546573  0.0947
H: -2.871635 2.392005 0.316105  0.1313
H: -3.138960 0.939373 2.296258  0.1297
H: -3.098979 -0.814446 2.002517  0.1277
H: -1.089162 2.087938 3.017277  0.1141
H: 1.197547 1.919493 3.894919  0.1058
H: 2.403666 -0.229314 3.812913  0.1055
H: 1.298233 -2.219846 2.842251  0.1068
H: -0.993194 -2.039327 1.963596  0.1028
H: -4.053447 -1.032111 -0.044451  0.1223
H: -4.559588 0.685509 0.009495  0.1470
H: -0.612650 -0.573639 -3.607530  0.1217
H: 1.763436 -1.005627 -2.870387  0.1189

Cartesian forces (eV/Å) of the 2 atoms listed first:
-0.1 -0.3 0.2
0.0 -0.1 -0.3

=====

Record 3
Density functional theory data (wB97M-V/def2-TZVPD) for a single C21H29N3O5 molecule at a distorted geometry.

As for the total energy: -1358.090396 Ha. The LUMO energy comes out at 0.2 eV. The highest occupied orbital energy is -9.07 eV. The value obtained for the energy above the lowest of the compared OMol25 structures with the same formula, charge and spin is 59.0 kcal per mole. The SMILES is COC(=O)C1(C[C@@H]2CC(c3ccncc3)=NO2)CCN(C(=O)OC(C)(C)C)CC1. The HOMO-LUMO gap comes out at 9.3 eV. The charge is 0.

Last column: Löwdin charge in e.
Atoms and positions in Å:
C: 0.320994 -5.351015 0.727277  -0.0288
O: 0.212117 -4.131502 0.004521  -0.0308
C: -0.030766 -3.032979 0.719943  -0.4830
O: -0.176554 -3.032096 1.914466  0.1303
C: -0.114099 -1.793780 -0.174151  -0.3466
C: 1.238329 -1.648889 -0.892904  -0.0577
C: 2.439372 -1.568037 0.055450  -0.2499
C: 2.886452 -0.154375 0.454821  -0.0484
C: 4.289796 -0.137640 -0.115510  -0.2318
C: 5.202186 0.985360 -0.043935  -0.1645
C: 6.483879 0.896218 -0.594375  -0.0041
C: 7.321672 1.992196 -0.499426  -0.1420
N: 6.977151 3.128668 0.086061  0.0543
C: 5.765908 3.214463 0.606636  -0.1477
C: 4.840727 2.183951 0.573235  -0.0106
N: 4.595592 -1.235417 -0.687876  0.1238
O: 3.588940 -2.128595 -0.629970  -0.0668
C: -0.476909 -0.583579 0.697850  -0.0811
C: -0.852354 0.637987 -0.142426  -0.1186
N: -1.918284 0.312228 -1.059447  -0.0297
C: -3.217516 0.674122 -0.882560  -0.5203
O: -4.113690 0.258912 -1.581976  0.0846
O: -3.345966 1.561816 0.117891  0.0216
C: -4.642226 2.124416 0.433537  -0.5702
C: -5.193151 2.899560 -0.762545  -0.0185
C: -4.355720 3.072396 1.599547  -0.0228
C: -5.608044 1.022023 0.866905  -0.0187
C: -1.603451 -0.768056 -1.965763  -0.1179
C: -1.250207 -2.036460 -1.187532  -0.0789
H: 0.258266 -6.148851 -0.008063  0.0954
H: 1.278678 -5.392215 1.249785  0.1009
H: -0.485797 -5.431330 1.458010  0.0968
H: 1.234378 -0.777320 -1.548256  0.1237
H: 1.388379 -2.533126 -1.516181  0.1335
H: 2.266803 -2.202138 0.932515  0.1537
H: 2.899438 -0.006368 1.535073  0.1302
H: 2.272676 0.624017 -0.001143  0.1147
H: 6.792250 -0.016373 -1.076835  0.1087
H: 8.322010 1.966233 -0.911010  0.1052
H: 5.525429 4.159837 1.075612  0.1047
H: 3.866179 2.313655 1.017683  0.1052
H: -1.332411 -0.857447 1.318280  0.1345
H: 0.345975 -0.341331 1.369021  0.1181
H: 0.005227 0.981889 -0.731897  0.1199
H: -1.177509 1.451806 0.503849  0.1283
H: -4.475963 3.652806 -1.082237  0.0913
H: -6.121112 3.390730 -0.483769  0.0893
H: -5.384801 2.222803 -1.590388  0.0791
H: -5.275048 3.551330 1.922349  0.0881
H: -3.931262 2.519999 2.433926  0.0863
H: -3.645919 3.836633 1.293558  0.0862
H: -5.183470 0.457040 1.694343  0.0908
H: -6.547649 1.463569 1.186590  0.0891
H: -5.798219 0.345435 0.038515  0.0789
H: -0.771116 -0.460001 -2.605930  0.1281
H: -2.481821 -0.943689 -2.588768  0.1266
H: -2.140097 -2.360203 -0.642561  0.1406
H: -0.967645 -2.829262 -1.879841  0.1271

Cartesian forces (eV/Å) of the 2 atoms listed first:
0.0 -0.3 0.3
0.1 0.0 -0.4